[1]
Molecular formula: C37H58Cl48IN5O10P3
Method: DFT, wB97M-V/def2-TZVPD

Values from the calculation:
Net charge: +1
LUMO energy (eV): -5.54

Element x y z (Å)
C 2.18 2.91 0.26
O 2.71 1.69 -0.32
C 1.95 1.35 -1.47
C 2.04 -0.22 -1.95
P 1.11 0.02 -3.57
N 0.92 -1.15 -4.59
O 1.26 -0.82 -0.91
C 1.84 -1.80 -0.05
N 0.60 -2.41 0.56
C -0.49 -1.67 0.42
C -0.86 -0.36 1.30
C -1.72 -2.02 -0.58
P 2.74 -0.96 1.46
P 1.71 -1.12 3.34
O 0.80 -2.33 3.57
O 2.96 -1.29 4.53
O 0.93 0.35 3.81
C 2.79 -2.93 -0.79
C 1.72 -3.97 -1.47
C 0.56 -3.54 -2.40
N 0.57 -4.07 -3.82
C 3.46 -4.00 0.20
C 2.72 -4.34 1.59
O 1.74 -5.08 1.75
O 3.28 -3.87 2.85
C 4.47 -4.57 3.18
C 4.91 -6.00 2.67
O 5.28 -3.96 3.93
N 3.75 -2.29 -1.81
I 5.73 -2.01 -0.92
C 4.30 -3.12 -2.90
C 3.72 -3.85 -4.13
C 3.24 -3.15 -5.46
O 4.09 -3.50 -6.62
C 3.55 -0.76 -2.00
N 4.52 -0.08 -2.86
C 4.50 -0.07 -4.30
C 5.01 1.22 -2.40
C 6.24 1.45 -1.36
O 4.56 2.32 -2.83
H 1.08 2.78 0.59
H 2.21 3.70 -0.56
H 2.86 3.17 1.15
H 2.13 2.08 -2.34
H 0.83 1.50 -1.20
H 1.73 1.14 -4.26
H -0.21 0.53 -3.20
H 1.35 -0.87 -5.49
H -1.08 -0.63 2.40
H 0.10 0.27 1.33
H -1.68 0.28 0.82
H -2.72 -1.61 -0.18
H -1.81 -3.15 -0.59
H -1.54 -1.56 -1.63
H 3.96 -1.72 1.65
H 3.75 -0.76 4.23
H 0.82 0.29 4.80
H 2.30 -4.84 -1.98
H 1.23 -4.58 -0.61
H -0.43 -4.02 -2.01
H 0.25 -2.45 -2.49
H 0.47 -5.09 -3.82
H -0.15 -3.60 -4.38
H 3.56 -5.05 -0.29
H 4.50 -3.82 0.60
H 4.17 -6.54 2.00
H 5.93 -5.90 2.15
H 5.11 -6.70 3.56
H 4.81 -3.99 -2.31
H 5.23 -2.59 -3.34
H 4.64 -4.45 -4.53
H 3.00 -4.75 -3.98
H 2.20 -3.57 -5.76
H 3.14 -2.03 -5.49
H 3.53 -3.76 -7.37
H 3.91 -0.32 -0.97
H 5.27 0.72 -4.67
H 3.56 0.20 -4.88
H 4.90 -1.03 -4.81
H 7.05 0.65 -1.52
H 5.76 1.32 -0.32
H 6.63 2.52 -1.39
C -2.26 -3.17 4.57
Cl -3.14 -3.02 3.04
Cl -2.13 -1.60 5.39
Cl -3.03 -4.36 5.62
H -1.25 -3.51 4.34
C -2.58 1.83 -5.46
Cl -2.83 2.88 -6.86
Cl -1.48 0.50 -5.86
Cl -1.96 2.77 -4.09
H -3.54 1.41 -5.17
C -0.70 6.05 -1.15
Cl -1.59 6.22 0.36
Cl 1.04 6.25 -0.88
Cl -1.04 4.48 -1.89
H -1.02 6.84 -1.84
C -6.79 -4.43 3.21
Cl -8.27 -4.61 4.16
Cl -6.45 -5.91 2.31
Cl -6.92 -3.05 2.11
H -5.97 -4.24 3.90
C -10.23 -7.78 6.00
Cl -9.40 -8.31 7.47
Cl -11.09 -6.26 6.29
Cl -9.08 -7.59 4.67
H -10.95 -8.54 5.73
C -4.95 1.23 4.26
Cl -4.28 1.81 5.79
Cl -4.66 2.42 2.97
Cl -4.27 -0.34 3.83
H -6.02 1.12 4.38
C -4.81 8.24 2.35
Cl -4.90 9.09 0.81
Cl -4.43 6.52 2.10
Cl -3.59 8.99 3.40
H -5.77 8.31 2.84
C -5.74 -5.71 8.22
Cl -6.63 -5.55 6.69
Cl -5.62 -4.14 9.03
Cl -6.52 -6.90 9.27
H -4.74 -6.06 7.99
C -2.94 3.17 -10.49
Cl -3.22 4.91 -10.38
Cl -4.35 2.36 -11.19
Cl -1.49 2.82 -11.44
H -2.79 2.78 -9.48
C -1.97 4.33 7.52
Cl -2.86 4.48 6.01
Cl -1.85 5.90 8.33
Cl -2.73 3.14 8.58
H -0.96 3.99 7.29
C 1.81 6.51 5.97
Cl 0.91 6.66 4.45
Cl 1.91 8.08 6.78
Cl 1.06 5.31 7.02
H 2.82 6.18 5.73
C -7.37 5.19 -11.35
Cl -8.26 5.34 -12.86
Cl -7.23 6.77 -10.56
Cl -8.14 4.02 -10.27
H -6.36 4.83 -11.57
C 0.29 10.40 3.78
Cl -0.27 10.47 2.11
Cl 1.79 11.30 3.98
Cl -0.96 11.02 4.88
H 0.48 9.36 4.04
C -8.07 6.46 -6.98
Cl -7.20 4.97 -6.59
Cl -9.82 6.23 -6.80
Cl -7.51 7.79 -5.96
H -7.87 6.71 -8.02
C 5.18 -7.09 6.68
Cl 4.31 -6.86 8.21
Cl 6.93 -6.97 6.94
Cl 4.76 -8.65 5.95
H 4.88 -6.30 6.00
C 9.90 2.12 -0.17
Cl 9.56 1.03 -1.52
Cl 9.89 3.80 -0.72
Cl 8.72 1.89 1.13
H 10.89 1.89 0.22

Results of the Löwdin charge analysis, in e, for atoms 1 through 99: C -0.08; O -0.27; C -0.25; C -0.38; P 0.79; N -0.30; O -0.15; C -0.50; N 0.07; C -0.25; C -0.03; C -0.03; P 0.95; P 0.46; O -0.36; O -0.22; O -0.24; C -0.27; C -0.11; C -0.24; N -0.03; C -0.11; C -0.36; O 0.13; O -0.02; C -0.39; C 0.02; O 0.05; N -0.26; I 1.40; C -0.33; C -0.14; C -0.25; O -0.12; C -0.30; N -0.13; C -0.08; C -0.36; C -0.07; O 0.05; H 0.11; H 0.06; H 0.12; H 0.11; H 0.13; H 0.05; H 0.01; H -0.01; H 0.07; H 0.05; H 0.09; H 0.08; H 0.08; H 0.09; H -0.06; H 0.07; H 0.08; H 0.12; H 0.13; H 0.12; H 0.06; H 0.08; H 0.06; H 0.15; H 0.03; H 0.09; H 0.11; H 0.08; H 0.10; H 0.09; H 0.15; H 0.11; H 0.11; H 0.06; H 0.09; H 0.07; H 0.13; H 0.07; H 0.10; H -0.02; H 0.08; H 0.10; C -1.49; Cl 0.50; Cl 0.50; Cl 0.54; H 0.00; C -1.50; Cl 0.57; Cl 0.54; Cl 0.48; H 0.02; C -1.50; Cl 0.52; Cl 0.54; Cl 0.47; H 0.02; C -1.54; Cl 0.47

=====

[2]
Molecular formula: C37H59NO27
Method: DFT, wB97M-V/def2-TZVPD

Values from the calculation:
ΔE to the lowest compared entry with this formula, charge and spin (kcal/mol): 0.0
SMILES string: CCOC(C)=O.CCOC(C)=O.CCOC(C)=O.O=C1OCCO1.O=C1OCCO1.O=C1OCCO1.O=C1OCCO1.O=C1OCCO1.O=C1OCCO1.O=C1OCCO1.CCCC#N
Net charge: 0
LUMO energy (eV): 0.04

Element x y z (Å)
C 18.24 -19.06 2.84
C 17.34 -19.15 1.62
O 16.76 -17.89 1.26
C 16.43 -17.74 -0.06
C 15.86 -16.34 -0.32
O 16.62 -18.55 -0.94
H 18.68 -20.03 3.07
H 17.71 -18.75 3.74
H 19.12 -18.43 2.75
H 17.95 -19.45 0.77
H 16.61 -19.93 1.80
H 16.77 -15.80 -0.57
H 15.52 -15.95 0.64
H 15.16 -16.25 -1.15
C 11.62 -27.75 -1.72
C 11.64 -27.21 -0.29
O 12.63 -26.20 -0.38
C 13.15 -25.72 0.80
C 14.11 -24.60 0.53
O 12.86 -26.06 1.97
H 10.73 -28.36 -1.84
H 12.53 -28.23 -2.07
H 11.44 -27.07 -2.55
H 10.67 -26.86 0.07
H 11.97 -28.05 0.32
H 14.37 -24.51 -0.53
H 15.02 -24.69 1.12
H 13.71 -23.66 0.92
C 20.17 -24.58 -6.11
C 20.66 -24.45 -4.64
O 20.87 -23.06 -4.38
C 21.33 -22.68 -3.16
C 21.86 -21.29 -3.26
O 21.45 -23.41 -2.21
H 19.88 -25.62 -6.28
H 20.91 -24.29 -6.85
H 19.37 -23.87 -6.30
H 19.93 -24.84 -3.92
H 21.49 -25.08 -4.32
H 21.48 -20.72 -4.11
H 22.94 -21.34 -3.41
H 21.52 -20.90 -2.29
O 18.00 -20.38 -5.19
C 18.75 -20.46 -6.14
O 20.11 -20.32 -6.14
C 20.64 -20.89 -7.31
C 19.46 -20.86 -8.28
O 18.35 -20.87 -7.38
H 21.51 -20.43 -7.80
H 20.99 -21.90 -7.10
H 19.59 -21.73 -8.92
H 19.57 -19.95 -8.87
O 24.50 -18.79 2.64
C 23.63 -18.79 1.79
O 23.75 -19.11 0.55
C 22.53 -18.96 -0.10
C 21.53 -18.75 0.96
O 22.37 -18.41 2.01
H 22.60 -18.02 -0.65
H 22.34 -19.91 -0.61
H 21.07 -19.65 1.36
H 20.81 -17.95 0.81
O 20.60 -15.18 -4.92
C 20.09 -16.02 -4.15
O 19.05 -15.90 -3.47
C 18.59 -17.10 -2.92
C 19.71 -18.17 -3.24
O 20.56 -17.34 -4.08
H 18.56 -17.02 -1.83
H 17.68 -17.32 -3.48
H 19.30 -18.99 -3.82
H 20.14 -18.57 -2.32
O 15.64 -24.58 -3.90
C 15.37 -23.74 -4.77
O 15.83 -23.79 -6.06
C 15.13 -22.85 -6.85
C 14.66 -21.82 -5.78
O 14.54 -22.64 -4.61
H 15.84 -22.30 -7.46
H 14.37 -23.27 -7.52
H 13.73 -21.30 -6.00
H 15.42 -21.07 -5.58
O 22.96 -21.60 3.43
C 22.24 -22.31 2.74
O 21.25 -21.91 2.00
C 20.54 -22.99 1.39
C 21.19 -24.24 2.06
O 22.33 -23.68 2.75
H 19.48 -22.98 1.62
H 20.73 -22.93 0.31
H 21.49 -24.99 1.32
H 20.62 -24.74 2.84
O 17.96 -25.97 1.30
C 17.60 -26.43 0.21
O 16.44 -26.91 -0.04
C 16.43 -27.56 -1.26
C 17.69 -27.02 -1.93
O 18.40 -26.58 -0.87
H 16.57 -28.64 -1.25
H 15.54 -27.35 -1.87
H 17.50 -26.28 -2.71
H 18.17 -27.88 -2.41
O 13.85 -20.26 1.10
C 13.46 -20.73 2.16
O 14.18 -20.74 3.32
C 13.76 -21.76 4.23
C 12.27 -21.93 3.72
O 12.34 -21.46 2.38
H 14.47 -22.59 4.18
H 13.66 -21.41 5.26
H 11.52 -21.36 4.27
H 11.99 -22.98 3.67
C 16.77 -22.65 0.29
C 17.21 -22.92 -1.16
C 17.83 -21.85 -2.01
C 18.80 -21.07 -1.25
N 19.59 -20.50 -0.65
H 16.74 -23.61 0.80
H 15.89 -22.04 0.46
H 17.55 -22.12 0.84
H 16.37 -23.28 -1.75
H 17.99 -23.68 -1.17
H 17.07 -21.16 -2.38
H 18.17 -22.23 -2.97

Results of the Löwdin charge analysis, in e, for atoms 1 through 99: C -0.05; C -0.23; O -0.01; C -0.50; C 0.03; O 0.08; H 0.08; H 0.08; H 0.07; H 0.07; H 0.10; H 0.08; H 0.09; H 0.09; C -0.08; C -0.22; O -0.03; C -0.45; C 0.01; O 0.06; H 0.07; H 0.07; H 0.07; H 0.13; H 0.12; H 0.09; H 0.07; H 0.08; C -0.04; C -0.20; O -0.04; C -0.53; C 0.04; O 0.11; H 0.08; H 0.06; H 0.06; H 0.11; H 0.12; H 0.07; H 0.11; H 0.05; O 0.13; C -0.49; O 0.05; C -0.13; C -0.11; O 0.05; H 0.14; H 0.11; H 0.14; H 0.13; O 0.12; C -0.60; O 0.11; C -0.14; C -0.19; O 0.07; H 0.14; H 0.11; H 0.09; H 0.13; O 0.09; C -0.56; O 0.10; C -0.08; C -0.09; O 0.03; H 0.12; H 0.14; H 0.09; H 0.09; O 0.10; C -0.46; O 0.04; C -0.11; C -0.10; O 0.04; H 0.12; H 0.13; H 0.13; H 0.11; O 0.14; C -0.56; O 0.05; C -0.08; C -0.08; O 0.05; H 0.11; H 0.10; H 0.13; H 0.13; O 0.11; C -0.57; O 0.11; C -0.11; C -0.16; O 0.08; H 0.14

=====

Calculated total energy values (in Eh) by entry order: -25880.9919, -3531.4851.
HOMO values (in eV) by entry order: -10.57, -9.70.